Record 1
Molecular formula: C11H78NO27
Method: DFT, ωB97M-V/def2-TZVPD

Last column: Löwdin charge in e.
Positions of all 117 atoms, in Å:
O: -29.745575 19.879219 40.560904  -0.089
O: -27.904877 9.818391 38.206570  -0.012
O: -32.377106 8.447828 37.743023  -0.020
O: -32.975881 14.252664 45.702498  0.039
O: -33.815491 17.390157 46.054814  -0.155
O: -36.284476 14.591236 41.081187  -0.003
O: -37.417803 19.488064 40.216269  -0.072
O: -27.684784 12.664109 40.417095  -0.160
O: -33.815484 15.188944 36.952044  -0.017
O: -29.444010 9.290630 35.778235  -0.108
O: -30.881280 15.846251 37.429846  -0.123
O: -32.712152 8.544269 41.324372  -0.041
O: -34.679083 9.643505 38.620776  0.010
O: -30.327662 13.438214 45.898791  -0.115
O: -33.806346 19.084245 37.751485  -0.062
O: -29.241869 9.970432 40.718052  -0.064
O: -31.857748 19.416714 45.412883  0.050
O: -28.480056 14.586426 38.452811  -0.080
O: -29.687677 18.153901 46.443095  -0.037
O: -37.145339 18.965513 43.845531  -0.125
O: -35.836818 16.374008 44.320335  -0.003
O: -32.523412 10.718377 42.970281  -0.017
O: -37.031992 20.966761 42.382363  -0.092
O: -31.019441 18.717776 38.232595  -0.068
O: -31.643834 20.126045 42.658969  -0.033
O: -35.576706 20.901921 38.908648  -0.071
O: -28.340335 15.270701 46.774136  -0.109
N: -31.510726 15.556737 41.343571  -0.145
C: -32.072854 12.102806 39.552060  -0.221
C: -31.549478 15.260564 42.821874  -0.071
C: -32.187496 16.941340 41.071090  -0.032
C: -34.349098 18.215889 41.273768  -0.062
C: -29.470966 16.451821 42.538257  -0.131
C: -31.701657 13.111373 40.651848  -0.143
C: -32.176621 14.534784 40.548806  -0.101
C: -30.462072 16.092324 43.489973  -0.169
C: -33.526500 17.107083 41.806396  -0.217
C: -30.004600 15.741136 41.311686  -0.071
C: -31.343098 12.341411 38.184048  -0.089
H: -33.672326 19.143343 41.260170  0.118
H: -37.182720 18.622992 39.990052  0.007
H: -28.218501 14.135354 37.610616  0.105
H: -31.823604 10.581398 43.630189  0.073
H: -33.330451 17.360562 42.747667  0.071
H: -29.417775 17.477603 42.628740  0.108
H: -34.124668 16.279539 41.644879  0.074
H: -37.267244 19.461145 41.298741  0.112
H: -36.929408 15.192408 41.214241  -0.031
H: -28.950155 9.504737 41.482931  0.037
H: -36.123531 14.364324 40.151140  0.063
H: -29.480569 14.094554 46.086132  0.088
H: -30.088083 19.475110 39.807904  -0.059
H: -28.197595 13.181519 39.621064  0.065
H: -29.190787 9.092099 36.667433  -0.030
H: -30.590588 13.039248 40.338363  0.125
H: -31.240827 14.401581 42.903866  0.039
H: -36.328987 21.712892 42.537698  0.137
H: -28.927926 15.733040 47.383353  0.028
H: -26.738517 12.367530 40.187220  0.094
H: -32.062068 13.998526 45.523648  -0.002
H: -32.376505 17.116636 40.095761  0.080
H: -28.745081 18.223346 46.183681  0.079
H: -32.766536 15.410951 36.810943  0.101
H: -28.727574 10.833279 40.554346  0.041
H: -27.453175 15.849588 47.015853  0.168
H: -34.132943 15.953149 37.068985  -0.129
H: -29.774466 16.497318 40.393256  0.180
H: -36.143549 21.074503 38.192814  0.019
H: -30.048159 12.595626 45.524929  0.043
H: -32.136874 14.961914 39.502283  0.143
H: -36.290633 20.451489 39.473023  0.023
H: -29.951983 15.533191 44.389920  0.142
H: -31.524797 11.425169 37.405571  0.125
H: -32.136965 8.466284 40.546833  0.032
H: -32.488401 9.251971 41.871201  -0.070
H: -33.270762 18.182431 45.812183  -0.005
H: -30.922303 16.802039 44.070983  0.084
H: -36.843842 18.055267 44.218155  0.057
H: -34.445929 17.004676 45.285248  0.049
H: -30.882477 19.710230 42.355448  -0.044
H: -30.789576 15.918729 36.462594  0.072
H: -34.890957 8.748505 38.603385  0.028
H: -37.887161 19.202293 44.529031  0.126
H: -33.194487 14.542106 40.888341  0.128
H: -32.987206 9.020427 38.054658  -0.093
H: -27.931034 15.407201 38.365609  0.113
H: -30.262901 12.123398 38.368940  0.058
H: -30.498069 9.340703 35.819756  0.081
H: -35.707476 15.580650 43.718784  0.113
H: -31.411202 21.037658 42.327638  0.092
H: -34.354365 19.734400 38.122570  -0.050
H: -35.302584 10.030850 38.061839  0.027
H: -31.790440 11.117968 39.866444  0.083
H: -33.118995 11.332162 43.351163  0.039
H: -29.655788 17.694411 47.295914  0.059
H: -28.769241 15.677476 42.825425  0.141
H: -32.454879 15.115605 43.245385  0.110
H: -27.718566 10.722127 38.027362  0.013
H: -33.155709 14.599310 46.422640  -0.110
H: -29.628239 14.802337 41.092018  0.083
H: -29.637964 20.932683 40.460429  0.145
H: -31.012197 19.026514 45.703024  0.018
H: -36.838539 20.064734 42.469903  -0.086
H: -32.502812 8.414182 36.772868  0.061
H: -28.231589 9.953161 39.076736  -0.036
H: -31.886836 19.000573 38.223950  -0.054
H: -31.581749 17.730111 41.546818  0.129
H: -33.134364 12.111205 39.113026  0.128
H: -36.558325 16.069392 44.705965  -0.014
H: -30.044035 15.233298 37.647359  0.078
H: -31.634586 13.241789 37.737745  0.017
H: -34.444725 18.542370 37.159553  0.103
H: -31.741084 19.787584 44.707411  -0.158
H: -34.777826 18.076907 40.387336  0.018
H: -31.908497 12.701919 41.562865  0.061
H: -31.143958 17.682176 38.380187  0.069
H: -35.089469 18.566789 42.051943  0.094

Forces on atoms 1 to 2 (eV/Å):
O 1.82 4.53 3.01
O 0.34 -0.46 -0.68

Properties
Largest force on an atom: 14.4 eV/A
E: -69429.2126 eV
Charge: +1
ΔE to the lowest compared entry with this formula, charge and spin: 72.08 kcal per mole
LUMO level: -2.74 eV
E_HOMO: -11.85 eV

=====

Record 2
Molecular formula: C4H5NOS
Method: DFT, ωB97M-V/def2-TZVPD

Last column: Löwdin charge in e.
Positions of all 12 atoms, in Å:
S: -1.058588 1.249365 -0.984997  0.874
O: 0.479859 -0.640483 0.166167  -0.032
N: 1.501503 0.424550 1.871604  0.115
C: 1.369513 -0.597944 1.099997  -0.288
C: -1.245109 -0.539336 -1.714475  -0.311
C: -0.134654 0.655861 0.364220  -0.623
C: 0.441643 1.213470 1.380021  -0.170
H: -1.962848 -0.364538 -2.482856  0.000
H: 0.162634 2.210457 1.848940  0.143
H: -1.522874 -1.247228 -0.791802  0.085
H: -0.187300 -1.028777 -1.836678  0.073
H: 2.156221 -1.335398 1.079859  0.136

Forces on atoms 1 to 2 (eV/Å):
S -0.21 -2.20 -0.41
O -1.36 2.31 -0.12

Properties
Largest force on an atom: 4.7 eV/A
E: -18599.6699 eV
ΔE to the lowest compared entry with this formula, charge and spin: 51.86 kcal per mole
LUMO level: 0.58 eV
E_HOMO: -8.43 eV

=====

Record 3
Molecular formula: C27H20Cl2NOP
Method: DFT, ωB97M-V/def2-TZVPD

Last column: Löwdin charge in e.
Positions of all 52 atoms, in Å:
Cl: 1.825874 -1.210333 5.905594  0.710
Cl: -3.330097 -9.435990 0.429181  0.725
P: -1.957213 -0.799307 -0.069572  0.674
O: -0.485604 -0.713735 -0.359721  -0.364
N: -1.622007 -4.021555 -1.896272  0.106
C: -2.899266 0.180797 -1.297328  -0.267
C: -0.043895 -2.821754 4.789247  -0.081
C: 1.933560 -2.311559 3.447216  -0.079
C: 0.147297 -3.716871 2.515810  -0.197
C: -1.999295 -3.318750 -1.012123  -0.400
C: -4.190218 2.010411 -2.992312  -0.088
C: -0.644475 -6.513924 0.193064  -0.002
C: -0.566235 -3.578103 3.736225  -0.006
C: -0.312619 -4.413931 1.366852  0.075
C: -1.912994 1.355309 1.691537  -0.068
C: -2.250459 0.654784 -2.445885  -0.070
C: -4.864539 1.477537 -1.885562  -0.089
C: -2.373962 0.044885 1.497854  -0.274
C: -2.379511 -8.067423 0.806157  -0.662
C: 1.403555 -3.055602 2.407327  0.007
C: -2.216848 2.036671 2.869830  -0.080
C: -3.439913 0.107095 3.665473  -0.090
C: -1.339898 -7.681565 -0.056143  -0.079
C: -4.225336 0.559959 -1.046989  -0.085
C: -1.837452 -6.220348 2.284048  0.011
C: -3.107681 -0.595110 2.500666  -0.091
C: -2.467993 -2.488825 0.005062  -0.214
C: -0.930249 -5.688113 1.318559  -0.193
C: 1.197501 -2.174988 4.637493  -0.664
C: -2.606068 -7.350158 1.997422  -0.080
C: -2.887824 1.577505 -3.275560  -0.085
C: -2.984710 1.414699 3.861810  -0.088
H: -1.842392 3.049750 3.011699  0.103
H: -3.427564 -1.625735 2.364158  0.083
H: 0.052845 -4.019695 0.412108  0.119
H: -4.756696 0.161718 -0.181522  0.107
H: -1.100614 -8.314956 -0.904242  0.114
H: -4.678955 2.750405 -3.633671  0.102
H: -3.354456 -7.718962 2.700793  0.111
H: -1.563568 -4.007705 3.840974  0.101
H: 1.946400 -3.148506 1.469586  0.128
H: -3.257559 -2.843036 0.669746  0.047
H: -1.320296 1.844845 0.918946  0.116
H: -5.890119 1.776075 -1.661202  0.101
H: -3.208546 1.949365 4.787979  0.102
H: -1.953163 -5.733600 3.254139  0.097
H: -4.048064 -0.376678 4.428501  0.099
H: -2.360195 1.961623 -4.147626  0.101
H: 2.912815 -1.849038 3.375884  0.111
H: -0.569162 -2.738943 5.744989  0.112
H: 0.137537 -6.185824 -0.488186  0.123
H: -1.236695 0.327485 -2.675434  0.108

Forces on atoms 1 to 2 (eV/Å):
Cl 0.05 0.09 0.22
Cl -0.12 -0.18 0.02

Properties
Largest force on an atom: 2.9 eV/A
E: -66192.5524 eV
LUMO level: -2.69 eV
E_HOMO: -7.12 eV

=====

Record 4
Molecular formula: C5H10O
Method: DFT, ωB97M-V/def2-TZVPD

Last column: Löwdin charge in e.
Positions of all 16 atoms, in Å:
O: 0.491177 -0.078364 -2.066439  0.002
C: -0.031440 -0.011366 -0.808142  -0.373
C: -0.473055 0.800723 1.400895  -0.169
C: -1.240049 -0.524275 1.137366  -0.189
C: -0.797261 -0.940793 -0.241311  -0.043
C: 0.202257 1.191877 0.067194  -0.133
H: -1.001568 -1.277715 1.898048  0.101
H: 0.286698 0.651219 2.173350  0.104
H: 2.315218 -1.563915 -1.837327  0.015
H: -1.089901 -1.869861 -0.719452  0.111
H: 1.040894 0.700716 -2.210447  0.102
H: -1.144124 1.587623 1.756046  0.102
H: -2.327411 -0.376625 1.180992  0.102
H: -0.247686 2.087938 -0.381404  0.117
H: 2.987137 -1.867819 -1.752024  0.036
H: 1.274936 1.401827 0.184247  0.116

Forces on atoms 1 to 2 (eV/Å):
O 0.00 0.19 0.06
C -0.18 -0.09 0.27

Properties
Largest force on an atom: 0.3 eV/A
E: -7393.2674 eV
ΔE to the lowest compared entry with this formula, charge and spin: 34.54 kcal per mole
LUMO level: 0.99 eV
E_HOMO: -8.41 eV

=====

Which of these has the highest E?
C5H10O

=====

What is the largest force on an atom in the second record?
4.7 eV/A

=====

What is the largest force on an atom in the fourth record?
0.3 eV/A